(1)
Computed, not measured: a structure of composition C44H68N11O6ScSeSi, with ωB97M-V/def2-TZVPD.

Calculated values
energy: -6223.20012 Ha
energy above the lowest of the compared OMol25 structures with the same formula, charge and spin: 0.180 eV
HOMO-LUMO gap: 7.5 eV

```
132
C44H68N11O6ScSeSi ωB97M-V/def2-TZVPD
Sc 0.57774 -0.06324 0.75144
O 1.84426 -1.82211 -2.77516
C 2.05374 -0.97955 -1.91343
O 1.13791 -0.49160 -1.13928
C 3.44769 -0.39255 -1.72420
C 3.36894 1.14229 -1.83462
C 4.76639 1.72604 -2.05743
C 5.38159 1.56944 -0.64375
C 4.21150 0.93369 0.11940
O 3.06985 1.54120 -0.49343
C 4.07289 -0.54457 -0.29435
C 3.23790 -1.37315 0.67381
O 3.37041 -2.57867 0.74206
O 2.41346 -0.68464 1.43751
H 4.09057 -0.82816 -2.48563
H 2.59879 1.49792 -2.50598
H 4.69026 2.77386 -2.34678
H 5.31666 1.19324 -2.83308
H 5.63692 2.53499 -0.20921
H 6.27206 0.94037 -0.62770
H 4.19345 1.11854 1.18937
H 5.03834 -1.04458 -0.36445
C -1.82963 1.99619 -5.85694
N -1.61736 0.57012 -5.78424
C -1.19045 -0.03542 -7.02986
C -1.41044 -0.09152 -4.57932
N -0.93901 0.39304 -3.48236
C -0.06910 1.46664 -3.42291
C 0.83898 1.73190 -4.43426
C 1.65043 2.87630 -4.42170
C 1.57620 3.75668 -3.38212
C 0.72954 3.48565 -2.27949
C 0.67308 4.41447 -1.20687
C -0.12049 4.18147 -0.12975
C -0.86400 2.98594 -0.05312
C -0.84876 2.05710 -1.06436
N -1.54931 0.84465 -0.86874
C -2.83180 0.81924 -0.97914
N -3.55525 -0.30597 -0.64404
C -2.92887 -1.39453 0.06478
C -4.68898 -0.72282 -1.44803
N -3.64599 1.84901 -1.43845
C -4.83873 2.21948 -0.70297
C -3.21531 2.83941 -2.39858
C -0.06258 2.30622 -2.24946
N -1.82683 -1.39801 -4.59005
C -2.94391 -1.85943 -5.38378
C -1.37622 -2.30642 -3.55596
H -2.14943 2.38144 -4.89365
H -2.61495 2.20055 -6.59045
H -0.92564 2.53731 -6.15523
H -1.99353 -0.02964 -7.77350
H -0.87534 -1.06199 -6.86279
H -0.34126 0.51963 -7.44677
H 0.90432 1.04060 -5.26546
H 2.33205 3.05558 -5.24470
H 2.17691 4.65788 -3.36865
H 1.28085 5.30926 -1.26632
H -0.16306 4.88709 0.68984
H -1.44561 2.76820 0.83397
H -2.17297 -1.02203 0.74511
H -2.46618 -2.10883 -0.62675
H -3.68987 -1.92588 0.64331
H -4.94056 0.03505 -2.18328
H -5.56510 -0.91537 -0.82134
H -4.44645 -1.65059 -1.97940
H -5.05250 1.49067 0.07280
H -5.70140 2.28790 -1.37391
H -4.70277 3.19659 -0.22520
H -2.43072 2.42558 -3.01908
H -2.85257 3.76235 -1.93276
H -4.06671 3.08728 -3.04072
H -2.63892 -2.60529 -6.12521
H -3.41307 -1.02562 -5.89968
H -3.68681 -2.32519 -4.72863
H -1.07894 -3.25881 -4.00606
H -0.52079 -1.87875 -3.04067
H -2.18245 -2.50217 -2.83821
C 1.86899 -4.73339 2.46996
N 0.81366 -3.75854 2.22711
C 0.74577 -2.73103 3.24319
C 0.41625 -3.47447 0.95054
N 0.12793 -2.27284 0.55955
N 0.32155 -4.56745 0.11303
C -0.31408 -5.78682 0.58224
C 0.18662 -4.35795 -1.31413
H 2.80939 -4.21064 2.65798
H 2.01494 -5.36714 1.60207
H 1.61173 -5.35228 3.33346
H 1.71109 -2.22647 3.33776
H 0.49621 -3.19251 4.20208
H -0.01161 -1.99764 2.98882
H -0.25802 -2.28732 -0.37740
H -0.33935 -5.81570 1.66639
H 0.22792 -6.66238 0.21778
H -1.34499 -5.84666 0.21183
H -0.85547 -4.14624 -1.59730
H 0.49091 -5.27192 -1.82543
H 0.82564 -3.54860 -1.66508
C 1.30742 3.50778 5.35164
N 1.81748 2.19399 5.02743
C 1.90971 1.66058 3.78204
Se 1.46489 2.47392 2.18925
N 2.37602 0.40419 3.92210
C 2.58800 0.11176 5.25725
C 3.05471 -1.02090 5.90437
C 3.13942 -0.96562 7.28762
C 2.77087 0.17942 7.99742
C 2.30700 1.31410 7.34789
C 2.22776 1.25639 5.96633
H 1.06929 4.01700 4.42177
H 2.06225 4.07558 5.89600
H 0.40603 3.41778 5.95895
H 2.55634 -0.18984 3.10627
H 3.34061 -1.90748 5.35430
H 3.49905 -1.83016 7.82944
H 2.84796 0.18056 9.07638
H 2.01986 2.20157 7.89589
C -2.53838 -1.41039 3.89067
Si -1.94886 0.26112 3.26364
C -3.46338 1.16682 2.61572
C -1.27627 1.20906 4.73472
O -0.81782 0.11538 2.11324
H -3.45176 -1.28599 4.47963
H -1.79830 -1.89700 4.52935
H -2.76310 -2.08732 3.06150
H -4.06299 1.58208 3.42984
H -4.10032 0.49271 2.03754
H -3.17140 1.99075 1.95937
H -2.03001 1.31511 5.51957
H -0.95442 2.20660 4.42296
H -0.41578 0.68747 5.16545
```

Löwdin population analysis, charges in e, atoms 1 to 2: atom 1 (Sc): 0.92, atom 2 (O): 0.05

---

(2)
Computed, not measured: a cluster of 13 separate species, C44H69N9O4S4 in total at a distorted geometry, with ωB97M-V/def2-TZVPD.

Calculated values
energy: -4103.87873 Ha
HOMO-LUMO gap (spin up / spin down): 6.0 / 2.4 eV
2S+1: 2
<S²>: 0.76
charge: +1

```
130
C44H69N9O4S4 ωB97M-V/def2-TZVPD
C 12.04207 9.11827 -14.04045
S 10.79388 9.08344 -15.35592
O 9.42497 9.50210 -14.76758
C 11.46950 10.38172 -16.48991
H 11.73414 9.69593 -13.16890
H 12.95998 9.54345 -14.44636
H 12.21922 8.07533 -13.77779
H 11.54305 11.30303 -15.91209
H 10.70085 10.58416 -17.23576
H 12.45495 10.28594 -16.94578
C 13.26375 4.82166 -11.43077
S 11.58857 5.56405 -11.50643
O 11.10806 5.51441 -12.95870
C 10.74367 4.19963 -10.55593
H 13.88781 5.53667 -11.96688
H 13.27896 3.85583 -11.93579
H 13.55239 4.73838 -10.38298
H 11.05683 3.21108 -10.89179
H 9.65935 4.20183 -10.66710
H 10.86493 4.21266 -9.47277
C 13.40362 2.14639 -15.43740
S 14.92452 1.83247 -14.40683
O 15.25557 3.20948 -13.88606
C 14.03583 0.77648 -13.14178
H 13.12091 1.32764 -16.09907
H 13.72533 2.97140 -16.07297
H 12.50593 2.51189 -14.93874
H 13.54919 1.46242 -12.44840
H 14.69045 0.25023 -12.44706
H 13.31225 0.09221 -13.58485
C 22.42285 7.37877 -10.31552
S 21.53508 5.83251 -10.83130
O 20.86597 5.42943 -9.48774
C 20.23244 6.62195 -11.88409
H 21.95582 7.84783 -9.44951
H 22.67511 8.16295 -11.02933
H 23.39738 7.04694 -9.95736
H 19.44986 5.91877 -12.16905
H 20.56416 7.22612 -12.72850
H 19.71147 7.35111 -11.26360
N 16.38094 5.79222 -14.75109
C 17.63098 6.31642 -14.60765
C 17.54254 7.60171 -14.17707
C 16.21160 7.95364 -14.20771
C 15.50571 6.82708 -14.49114
H 16.23229 4.79904 -14.85876
H 18.44986 5.61572 -14.53794
H 18.35221 8.27305 -13.93183
H 15.69172 8.84244 -13.88191
H 14.48770 6.51377 -14.31259
N 19.79940 6.07721 -18.99256
C 20.40722 4.81493 -19.02964
C 19.74059 3.92880 -18.21125
C 18.55170 4.57075 -17.79360
C 18.73386 5.89144 -18.15266
H 20.20715 6.92823 -19.35254
H 21.40510 4.71472 -19.43038
H 20.11890 2.96320 -17.90976
H 17.71411 4.11308 -17.28824
H 18.04567 6.70533 -17.97837
N 13.49824 6.23478 -17.55340
C 14.65385 5.78312 -18.18806
C 14.61772 6.20851 -19.52511
C 13.59238 7.14153 -19.65360
C 12.84846 7.03590 -18.47639
H 13.13846 6.17337 -16.61165
H 15.44419 5.37243 -17.57725
H 15.39344 6.05779 -20.26128
H 13.52158 7.70981 -20.56928
H 11.93790 7.52102 -18.15711
N 13.37197 10.77415 -10.10961
C 13.88642 10.03682 -11.12603
C 14.58460 8.91857 -10.63855
C 14.64306 9.15282 -9.26758
C 13.88414 10.17310 -8.94594
H 12.79563 11.60353 -10.11693
H 13.78249 10.25002 -12.17966
H 15.07277 8.14663 -11.21492
H 15.12664 8.45321 -8.60193
H 13.74597 10.77528 -8.06011
N 18.18793 1.44710 -15.68794
C 19.26341 0.56702 -15.97129
C 20.34147 0.81391 -14.98611
C 19.88116 1.90125 -14.22446
C 18.55009 2.19844 -14.57971
H 17.34605 1.43657 -16.24580
H 19.26391 -0.23621 -16.69325
H 21.33253 0.38700 -14.94207
H 20.44141 2.42812 -13.46622
H 17.86542 2.96542 -14.24902
N 19.44978 10.66107 -16.07981
C 20.61346 10.99465 -15.41176
C 21.26625 9.82901 -15.12959
C 20.46350 8.73051 -15.52746
C 19.31720 9.30486 -16.08631
H 18.69730 11.14416 -16.54938
H 20.98310 12.00316 -15.29911
H 22.15376 9.83733 -14.51426
H 20.61228 7.66157 -15.48719
H 18.46155 8.88728 -16.59611
N 19.35423 10.05029 -12.50567
C 20.36472 10.03022 -11.59521
C 19.73526 9.85513 -10.36934
C 18.33633 9.80907 -10.52566
C 18.12068 9.84807 -11.92920
H 19.47844 10.07020 -13.50781
H 21.39987 10.06284 -11.90147
H 20.18573 9.69229 -9.40138
H 17.53702 9.82707 -9.79958
H 17.18866 10.15832 -12.37807
N 16.86843 5.51870 -11.05308
C 16.76971 6.18231 -9.87340
C 17.09987 5.27828 -8.90225
C 17.37735 4.03965 -9.51974
C 17.20695 4.24897 -10.82135
H 16.84127 5.96666 -11.95790
H 16.53992 7.23656 -9.82684
H 17.06237 5.53683 -7.85433
H 17.55828 3.10488 -9.00997
H 17.26376 3.53949 -11.63364
N 16.20548 12.98590 -13.32232
C 16.58058 11.94321 -14.13395
C 15.40753 11.61224 -14.83200
C 14.35707 12.39357 -14.23192
C 14.89831 13.24263 -13.39383
H 16.81919 13.59005 -12.79463
H 17.60545 11.61558 -14.22722
H 15.23834 10.82078 -15.54710
H 13.33099 12.38061 -14.56865
H 14.53438 14.05150 -12.77765
```

Löwdin population analysis, charges in e, atoms 1 to 2: atom 1 (C): -0.26, atom 2 (S): 0.83

---

> Which formula does entry 2 have?

C44H69N9O4S4

---

> The lowest energy belongs to which entry?

C44H68N11O6ScSeSi

---

> Among the records above, which one has the highest energy?

C44H69N9O4S4